ORCA calculation (ωB97M-V/def2-TZVPD) on C36H40AuIN3OP2 as an isolated structure.

For the energy relative to the best compared isomer or geometry (same formula, charge and spin), the calculation gives 0.00 kJ/mol. The calculation puts the HOMO energy (alpha / beta) at -15.43 / -16.69 eV. As for the orbital gap (alpha / beta): 0.29075 / 0.23328 hartree.

Geometry as ORCA input:
```
! wB97M-V def2-TZVPD RIJCOSX def2/J DEFGRID3
* xyz 3 3
Au -0.320 0.414 -0.083
C 2.767 1.982 2.707
N 1.729 1.635 1.714
P 0.080 1.642 2.039
C -0.255 0.701 3.502
C 0.261 -0.604 3.549
C 0.034 -1.391 4.661
C -0.718 -0.890 5.722
C -1.236 0.397 5.675
C -1.010 1.200 4.568
C -0.537 3.301 2.172
C -1.896 3.515 2.433
C -2.388 4.806 2.509
C -1.531 5.886 2.326
C -0.182 5.678 2.062
C 0.319 4.389 1.977
P 2.046 0.765 0.292
C 2.960 1.801 -0.828
C 3.932 1.244 -1.668
C 4.572 2.046 -2.601
C 4.246 3.393 -2.701
C 3.272 3.945 -1.876
C 2.621 3.152 -0.947
C 3.021 -0.684 0.642
C 2.435 -1.948 0.541
C 3.173 -3.077 0.863
C 4.486 -2.945 1.294
C 5.074 -1.689 1.396
C 4.350 -0.557 1.063
H 2.313 2.546 3.520
H 3.532 2.600 2.236
H 3.221 1.081 3.119
H 0.858 -0.990 2.729
H 0.447 -2.390 4.714
H -0.891 -1.506 6.595
H -1.804 0.783 6.510
H -1.393 2.211 4.550
H -2.568 2.676 2.573
H -3.436 4.974 2.715
H -1.916 6.895 2.395
H 0.481 6.523 1.935
H 1.370 4.239 1.775
H 4.197 0.198 -1.586
H 5.339 1.625 -3.238
H 4.758 4.017 -3.420
H 3.025 4.995 -1.959
H 1.855 3.580 -0.314
H 1.407 -2.053 0.204
H 2.730 -4.059 0.772
H 5.061 -3.827 1.544
H 6.100 -1.595 1.727
H 4.824 0.417 1.118
N -2.347 -3.631 0.028
C -1.974 -2.402 0.355
O -0.993 -1.854 -0.178
C -2.764 -1.698 1.426
I -3.455 0.155 0.638
H -1.811 -4.152 -0.651
H -3.111 -4.099 0.490
H -2.113 -1.458 2.266
H -3.634 -2.252 1.765
C 1.403 0.013 -3.522
N 0.134 -0.374 -4.206
C 0.031 0.291 -5.545
C -1.094 -0.172 -3.322
C -1.299 1.257 -2.911
C -1.958 2.127 -3.786
C -2.144 3.463 -3.474
C -1.682 3.952 -2.263
C -1.068 3.100 -1.350
C -0.904 1.766 -1.674
H 2.235 -0.206 -4.185
H 1.490 -0.563 -2.602
H 1.363 1.078 -3.304
H 0.177 -1.379 -4.384
H 0.050 1.366 -5.398
H -0.897 -0.016 -6.022
H 0.882 -0.025 -6.142
H -0.954 -0.836 -2.467
H -1.935 -0.536 -3.912
H -2.352 1.741 -4.719
H -2.657 4.113 -4.169
H -1.819 4.996 -2.009
H -0.757 3.491 -0.392
*
```